Record 1
{
  "formula": "C3H4I2",
  "method": "ωB97M-V/def2-TZVPD",
  "total_charge": 0,
  "e_homo_ev": -9.4,
  "smiles": "I[C@H]1C[C@@H]1I",
  "de_lowest_kj_mol": 45.8,
  "e_tot_ha": -712.03635,
  "e_lumo_ev": 0.104,
  "gap_ev": 9.48,
  "elements": ["I", "C", "C", "C", "I", "H", "H", "H", "H"],
  "xyz": [[2.50674, 0.98863, 0.04701], [0.55926, 0.32513, -0.52689], [0.01330, -1.01623, 0.02244], [-0.51766, 0.33819, 0.53252], [-2.50667, 0.96529, 0.00746], [0.31746, 0.84133, -1.48576], [-0.72118, -1.41917, -0.63739], [0.47532, -1.75402, 0.51522], [-0.12656, 0.73084, 1.52539]],
  "atomic_forces_ev_per_a": [[-0.379, -0.210, -0.007], [-0.462, 0.252, 0.194], [-2.617, 4.517, -2.760], [1.575, -0.011, 1.331], [0.860, -0.251, 0.281], [0.158, -1.296, 0.618], [-0.319, -0.412, -0.613], [2.253, -1.944, 2.219], [-1.067, -0.644, -1.263]],
  "nbo_charge": [0.102, -0.374, -0.424, -0.377, 0.117, 0.254, 0.222, 0.231, 0.250]
}

Record 2
{
  "formula": "C13H18BrIN2O3PS2",
  "method": "ωB97M-V/def2-TZVPD",
  "total_charge": -1,
  "e_homo_ev": -3.6,
  "e_tot_ha": -4850.90293,
  "e_lumo_ev": 1.386,
  "gap_ev": 4.94,
  "elements": ["C", "C", "P", "C", "C", "C", "C", "Br", "C", "C", "C", "C", "S", "O", "O", "O", "C", "C", "N", "S", "N", "C", "H", "H", "H", "H", "H", "H", "H", "H", "H", "H", "H", "H", "H", "H", "H", "H", "H", "H", "I"],
  "xyz": [[3.14095, -1.82953, 2.18434], [3.76080, -1.13596, 0.95142], [2.72487, -0.81893, -0.53113], [1.77578, -2.32269, -0.95662], [0.73955, -2.00243, -2.04185], [1.59629, 0.59515, -0.20047], [0.40860, 0.64119, 0.47299], [-0.21976, -0.94988, 1.31008], [-0.43199, 1.80511, 0.60335], [-1.76427, 1.76938, 1.30339], [-2.87332, 1.18172, 0.38045], [-3.63045, 0.01601, 1.01234], [-5.13964, -0.37570, 0.16963], [-5.91297, -1.25566, 0.99177], [-5.77044, 0.82096, -0.29706], [-4.63548, -1.24470, -1.07094], [-0.02894, 2.97245, 0.04714], [1.19933, 3.01441, -0.64749], [1.73581, 4.08728, -1.24590], [3.10940, 3.59129, -1.89797], [3.13076, 2.05332, -1.46950], [2.00549, 1.84486, -0.77115], [2.91880, -1.10594, 2.96913], [3.87737, -2.51122, 2.61993], [2.25807, -2.41669, 1.94595], [4.15747, -0.16877, 1.26365], [4.59013, -1.73656, 0.57989], [2.51052, -2.99120, -1.41300], [1.27493, -2.79113, -0.10785], [1.21321, -1.88745, -3.03234], [-0.00576, -2.80043, -2.09222], [0.19341, -1.07970, -1.81411], [-1.70871, 1.15412, 2.20041], [-2.05609, 2.78357, 1.56411], [-2.45645, 0.88728, -0.58450], [-3.59675, 1.97169, 0.18095], [-3.02541, -0.88907, 0.95866], [-3.89635, 0.18129, 2.05464], [-3.69382, -1.07880, -1.22536], [-0.62363, 3.87415, 0.10792], [3.14867, -1.85280, -4.47271]],
  "atomic_forces_ev_per_a": [[0.626, -0.055, 0.087], [-0.885, -0.194, 0.801], [1.168, 0.267, -1.628], [-0.620, 0.193, 0.205], [-0.388, 0.191, -0.012], [-0.175, -0.317, 0.764], [-0.180, 0.033, -0.053], [-0.085, 0.035, 0.107], [-0.114, -0.054, 0.240], [-0.185, -0.622, -0.486], [-0.306, 0.342, 0.285], [0.523, -0.154, -0.401], [-0.800, 0.007, 0.654], [0.193, -0.105, -0.156], [0.269, -0.012, -0.241], [0.170, 0.120, 0.081], [0.168, 0.263, -0.164], [0.321, 0.114, -0.173], [-0.198, 0.075, 0.024], [0.132, -0.148, 0.006], [-0.091, 0.246, 0.061], [0.056, -0.108, -0.081], [-0.336, 0.007, -0.086], [-0.050, -0.053, 0.023], [-0.049, 0.055, 0.019], [0.189, 0.013, -0.217], [0.034, 0.095, -0.170], [0.115, -0.023, 0.199], [0.232, -0.214, 0.005], [-0.309, -0.041, 0.637], [0.055, -0.077, -0.035], [-0.022, 0.002, 0.003], [0.085, 0.201, 0.143], [0.111, 0.011, 0.190], [0.072, -0.039, 0.015], [0.007, -0.010, -0.154], [-0.067, -0.084, 0.265], [-0.148, 0.117, -0.028], [-0.039, -0.014, -0.250], [-0.054, -0.016, 0.075], [0.574, -0.049, -0.553]],
  "nbo_charge": [-0.617, -0.705, 0.846, -0.726, -0.647, -0.347, -0.066, 0.042, -0.035, -0.423, -0.412, -0.697, 2.373, -0.934, -0.934, -0.874, -0.196, 0.066, -0.633, 0.973, -0.584, 0.162, 0.200, 0.198, 0.208, 0.228, 0.235, 0.265, 0.197, 0.282, 0.194, 0.172, 0.223, 0.220, 0.212, 0.238, 0.253, 0.255, 0.506, 0.221, -0.938]
}

Record 3
{
  "formula": "C20H33IInN2O16",
  "method": "ωB97M-V/def2-TZVPD",
  "total_charge": -1,
  "e_homo_ev": -4.8,
  "e_tot_ha": -2583.15451,
  "e_lumo_ev": 2.016,
  "gap_ev": 6.80,
  "elements": ["C", "C", "C", "I", "In", "N", "O", "C", "C", "N", "H", "H", "H", "H", "H", "H", "H", "H", "H", "H", "H", "H", "H", "C", "C", "O", "C", "O", "O", "H", "H", "H", "H", "C", "C", "O", "C", "O", "O", "H", "H", "H", "H", "C", "C", "O", "C", "O", "O", "H", "H", "H", "H", "C", "C", "O", "C", "O", "O", "H", "H", "H", "H", "C", "C", "O", "C", "O", "O", "H", "H", "H", "H"],
  "xyz": [[-3.23228, -0.39992, -1.77108], [-2.03024, 0.50167, -2.07444], [-0.72410, -0.05657, -1.50181], [-0.72337, 0.08922, 0.65360], [1.16983, 0.72684, -2.38974], [2.30139, -0.92941, -3.06843], [0.63869, 1.92359, -4.01461], [2.35450, 1.89542, -0.93555], [3.73096, 2.24797, -1.37480], [4.22939, 1.91877, -2.49881], [-3.33348, -0.53601, -0.69196], [-3.01901, -1.37525, -2.21401], [-4.16622, 0.01419, -2.15941], [-2.20278, 1.51915, -1.71065], [-1.88603, 0.54309, -3.16241], [-0.73416, -1.13922, -1.67675], [1.78715, -1.54819, -3.68724], [3.08742, -0.56770, -3.60001], [0.01701, 1.46166, -4.58697], [2.43144, 1.33706, 0.00543], [1.82961, 2.82406, -0.67212], [4.34520, 2.82341, -0.66042], [5.19422, 2.24626, -2.56335], [4.10103, 5.36848, -3.72194], [2.84632, 5.83478, -3.01195], [3.38350, 6.55797, -1.89415], [4.63141, 6.96528, -2.20634], [5.27721, 7.73096, -1.56268], [5.04832, 6.38650, -3.35364], [4.00783, 5.32898, -4.80289], [4.44698, 4.40550, -3.34883], [2.25281, 6.52421, -3.61454], [2.21650, 5.01692, -2.67218], [-1.83997, -5.04774, -1.76768], [-1.92901, -5.74394, -3.11320], [-3.22364, -5.33904, -3.57416], [-3.55380, -4.17720, -2.95497], [-4.48389, -3.49978, -3.25336], [-2.67873, -3.90741, -1.96706], [-0.83983, -4.71495, -1.50502], [-2.25391, -5.64858, -0.95607], [-1.17768, -5.38290, -3.81662], [-1.88735, -6.82790, -3.05360], [-6.78480, -2.53474, -0.81143], [-8.07445, -2.09693, -0.13930], [-7.60007, -1.44965, 1.04161], [-6.31970, -1.03978, 0.82116], [-5.71419, -0.32946, 1.55267], [-5.85941, -1.55319, -0.33778], [-6.81765, -2.51802, -1.89659], [-6.45199, -3.51911, -0.47745], [-8.62843, -1.37304, -0.74017], [-8.72979, -2.91923, 0.13605], [-0.74236, 1.73548, 5.76308], [-1.48155, 0.75348, 4.87051], [-0.46089, 0.36509, 3.95103], [0.74257, 0.57167, 4.51539], [1.78004, 0.20157, 4.07085], [0.60735, 1.26593, 5.67507], [-1.06494, 1.72103, 6.80045], [-0.78224, 2.75528, 5.37753], [-1.81935, -0.13160, 5.41226], [-2.31305, 1.18596, 4.32151], [4.18909, -1.68962, 4.89195], [5.45815, -0.87560, 4.73794], [6.21295, -1.27143, 5.89301], [5.77724, -2.48688, 6.29466], [6.31169, -3.15546, 7.12170], [4.65645, -2.83270, 5.62978], [3.75095, -2.00756, 3.95152], [3.43369, -1.17151, 5.47980], [6.02269, -1.14737, 3.84499], [5.29278, 0.19715, 4.75462]],
  "atomic_forces_ev_per_a": [[0.458, 0.283, 0.027], [0.035, -0.315, 0.257], [-0.099, -0.015, -0.501], [0.032, -0.052, 0.082], [0.294, 0.004, 0.125], [-0.117, -0.027, 0.130], [-0.124, 0.051, 0.027], [-0.070, 0.121, -0.218], [0.018, -0.001, 0.098], [-0.024, 0.009, -0.037], [-0.093, 0.010, -0.075], [-0.363, 0.020, 0.016], [0.010, -0.161, -0.051], [0.064, -0.008, -0.162], [-0.071, 0.204, 0.071], [0.062, 0.051, 0.169], [0.037, 0.042, -0.073], [-0.018, -0.057, -0.023], [0.095, 0.083, 0.056], [-0.044, 0.034, -0.033], [0.045, -0.054, 0.061], [-0.016, -0.026, 0.014], [0.003, -0.011, 0.008], [-0.053, -0.069, 0.003], [-0.130, -0.170, -0.106], [-0.003, 0.022, 0.008], [0.001, -0.032, -0.020], [0.008, 0.020, 0.014], [0.034, 0.003, -0.004], [0.027, 0.077, -0.007], [-0.028, 0.007, -0.005], [0.020, 0.006, -0.019], [0.050, 0.007, 0.116], [0.137, 0.000, 0.021], [0.045, 0.006, 0.022], [0.006, -0.018, -0.030], [0.067, -0.013, -0.068], [-0.107, -0.069, 0.064], [-0.127, 0.012, 0.049], [-0.016, 0.070, -0.021], [-0.005, -0.013, -0.009], [0.010, 0.010, 0.011], [-0.073, -0.005, -0.006], [-0.043, -0.010, -0.029], [-0.027, -0.068, -0.075], [-0.028, 0.006, 0.019], [-0.052, -0.015, -0.039], [0.022, 0.007, 0.026], [0.008, -0.022, 0.059], [0.108, 0.084, -0.004], [-0.007, 0.001, 0.014], [0.010, 0.002, -0.012], [0.022, -0.002, 0.058], [-0.058, 0.023, -0.026], [-0.079, 0.058, 0.028], [0.071, -0.109, -0.005], [-0.086, 0.056, -0.021], [0.118, -0.047, 0.088], [0.024, 0.023, 0.012], [0.055, -0.046, 0.019], [-0.014, -0.001, -0.008], [0.002, 0.005, 0.012], [0.043, 0.004, -0.066], [-0.069, 0.073, -0.038], [-0.056, 0.009, -0.085], [0.032, 0.015, -0.008], [-0.010, 0.003, 0.001], [0.008, -0.009, 0.014], [0.001, -0.003, 0.000], [0.022, -0.072, 0.011], [0.003, 0.002, 0.003], [-0.007, -0.003, -0.007], [0.010, 0.003, 0.082]],
  "mulliken_charge": [-0.621, -0.477, -0.607, -0.097, 1.154, -0.661, -0.801, -1.223, -0.083, -0.517, 0.100, 0.053, 0.385, 0.321, 0.233, 0.138, 0.094, 0.154, 0.165, 0.397, 0.322, 0.387, 0.234, 0.173, -0.217, -0.340, 0.676, -0.551, -0.367, 0.304, -0.136, 0.254, 0.191, -0.290, -0.327, -0.359, 0.612, -0.492, -0.271, 0.305, 0.226, 0.260, 0.301, -0.287, -0.342, -0.373, 0.564, -0.514, -0.121, 0.298, 0.217, 0.250, 0.298, -0.332, -0.347, -0.161, 0.573, -0.494, -0.345, 0.283, 0.270, 0.248, 0.327, -0.082, -0.309, -0.344, 0.634, -0.544, -0.341, 0.315, 0.142, 0.250, 0.269]
}